{
  "formula": "C67H80F9N2O6PS",
  "method": "ωB97M-V/def2-TZVPD",
  "homo_ev": -8.1,
  "e_lumo_ev": -0.473,
  "orbital_gap_ev": 7.59,
  "energy_ha": -4800.01109,
  "smiles": "C#C[C@@](CCCCCOC)(O[C@@](N)(OCCCC)[C@H](CCC(F)(F)C(F)(F)S(F)(F)(F)(F)F)OCP(O)O)c1ccccn1.c1ccccc1.c1ccccc1.c1ccccc1.c1ccccc1.c1ccccc1.c1ccccc1.c1ccccc1",
  "elements": ["S", "P", "F", "F", "F", "F", "F", "F", "F", "F", "F", "O", "O", "O", "O", "O", "O", "N", "N", "C", "C", "C", "C", "C", "C", "C", "C", "C", "C", "C", "C", "C", "C", "C", "C", "C", "C", "C", "C", "C", "C", "C", "C", "C", "C", "C", "C", "C", "C", "C", "C", "C", "C", "C", "C", "C", "C", "C", "C", "C", "C", "C", "C", "C", "C", "C", "C", "C", "C", "C", "C", "C", "C", "C", "C", "C", "C", "C", "C", "C", "C", "C", "C", "C", "C", "C", "H", "H", "H", "H", "H", "H", "H", "H", "H", "H", "H", "H", "H", "H", "H", "H", "H", "H", "H", "H", "H", "H", "H", "H", "H", "H", "H", "H", "H", "H", "H", "H", "H", "H", "H", "H", "H", "H", "H", "H", "H", "H", "H", "H", "H", "H", "H", "H", "H", "H", "H", "H", "H", "H", "H", "H", "H", "H", "H", "H", "H", "H", "H", "H", "H", "H", "H", "H", "H", "H", "H", "H", "H", "H", "H", "H", "H", "H", "H", "H"],
  "coordinates": [[-1.11463, 4.33920, -2.60036], [-5.26823, -3.16106, -3.46134], [-1.29254, 3.35014, -5.05604], [-1.73791, 5.66022, -3.39231], [-2.76259, 1.62259, -2.14682], [0.19768, 4.48254, -3.61253], [-2.39242, 4.38037, -1.59631], [-0.38409, 3.11284, -1.82139], [-3.21526, 3.81505, -4.10288], [-3.29678, 1.32410, -4.27268], [-0.34734, 5.37030, -1.59066], [-1.36166, -0.85603, -1.03449], [-0.05355, -2.37906, -2.38877], [-4.56183, -4.11619, -4.69180], [7.17982, -0.20762, -2.83313], [-3.48012, -1.09282, -2.71896], [-4.98794, -3.80207, -1.93170], [1.68389, -0.01671, -0.39804], [-2.05971, -3.16618, -1.32677], [1.06182, -2.17728, -1.53984], [-3.83676, -7.25101, -1.82238], [1.57852, 6.53542, 4.63622], [1.76490, 5.54853, 3.67525], [6.29953, -1.28130, -3.23474], [-3.08327, -2.76778, -10.20074], [-1.84624, 5.14695, 8.04051], [-1.98949, 0.35986, 0.97839], [-2.25352, 6.16361, 7.18453], [1.19501, -0.60260, 9.86365], [0.66256, -3.14792, 0.99035], [3.53877, -3.11722, -1.26790], [-2.54207, -6.66609, 0.12053], [2.11008, -0.21553, -2.90007], [-2.66152, 4.76036, 9.09767], [-3.86810, -8.57558, -1.40237], [9.47076, -1.77480, -0.44098], [1.51631, 4.85083, 6.35432], [10.58549, -3.07973, 1.74558], [-4.54938, -1.42197, -3.63369], [-5.60917, 4.54490, -1.40139], [-1.77078, -2.31987, -10.10751], [1.25783, 1.08204, 8.14606], [-6.00725, 5.40761, 0.81095], [-3.17093, -6.29531, -1.06244], [1.38500, -1.58844, 8.90274], [-7.86410, 4.81226, -0.60044], [0.93294, -2.67960, -0.08049], [-2.21552, -1.59243, -3.15777], [8.95827, -1.55857, 0.83275], [-1.32609, -2.00049, -1.87295], [-0.35398, 1.31075, 2.83113], [4.83919, -3.20861, -2.20163], [1.82577, 4.21276, 4.05451], [5.74068, -1.93384, -1.88935], [-1.92230, -2.37438, -7.70587], [2.16512, 1.26144, -0.49145], [-6.97975, 4.43959, -1.60582], [-1.18949, -2.12460, -8.86061], [1.66298, -0.69462, -1.58425], [-2.13835, -1.01856, 0.16381], [-3.23790, -2.81355, -7.79878], [2.23647, -3.08024, -2.17140], [-7.37770, 5.29865, 0.60730], [10.54500, -2.63847, -0.62071], [11.10059, -3.29339, 0.47252], [-1.45930, -0.68730, -4.19554], [1.44986, 6.18669, 5.97542], [2.66737, 1.16563, -2.95246], [-5.12239, 5.02654, -0.19078], [-1.05126, 0.74454, -3.68559], [1.70628, 3.86503, 5.39405], [-1.96555, 3.24405, -3.85646], [9.51721, -2.20927, 1.92673], [-3.24250, -8.94412, -0.21786], [-2.58129, -7.98869, 0.54526], [1.50478, -1.23999, 7.56279], [1.12896, 0.73299, 9.48496], [1.44413, 0.09601, 7.18465], [-1.25228, 0.08275, 2.36812], [-3.47872, 6.78897, 7.38336], [-4.29224, 6.40497, 8.44274], [-3.88252, 5.39194, 9.30162], [6.45729, 1.00844, -2.60915], [2.67967, 1.94099, -1.68831], [-3.81763, -3.01235, -9.04611], [-2.23363, 1.74695, -3.43222], [1.76051, 2.82330, 5.68998], [11.01788, -3.59184, 2.59791], [11.93535, -3.97066, 0.33172], [-2.09534, -8.27575, 1.47064], [-2.34420, 3.96602, 9.76417], [0.97823, 1.50201, 10.23389], [-4.33155, -6.96303, -2.74409], [5.55594, 0.90444, -1.94301], [1.09829, -0.87505, 10.90839], [5.15624, -1.12456, -1.37476], [0.04516, 1.04529, 3.85982], [-2.00792, -3.87017, -2.07774], [1.29889, 6.95592, 6.72425], [-0.16487, -1.77750, -8.78803], [1.86274, 5.82027, 2.63034], [-0.44311, 0.71733, -2.73152], [-8.06744, 5.59290, 1.39025], [3.04518, 2.99584, -1.62468], [-3.23529, -1.19146, -0.03266], [-0.50196, -1.18341, -4.54471], [1.64639, -2.00966, 6.81275], [1.43904, -2.63005, 9.19859], [3.52071, -4.08923, -0.68437], [-5.62811, 5.78942, 1.75230], [-2.00750, -0.17071, 3.17428], [9.03236, -1.26865, -1.29473], [6.10003, 1.40756, -3.60357], [0.56281, 1.43604, 2.18093], [6.57553, -2.25145, -1.21027], [1.21210, 2.12449, 7.85109], [-4.84244, -3.35811, -9.11861], [1.96716, 3.44224, 3.30520], [-0.54461, -0.79772, 2.30369], [0.36036, -3.64953, 1.93359], [-1.54623, -3.59322, -0.54920], [-4.05426, 5.10555, -0.02887], [-8.93293, 4.72481, -0.75850], [-1.19983, -2.12353, -11.00809], [-3.79977, 7.57742, 6.71192], [8.12234, -0.88223, 0.97314], [-1.46770, -2.22583, -6.73285], [-0.89314, 4.65599, 7.88297], [1.53256, 7.57759, 4.34073], [3.05958, 1.61132, -3.90456], [5.42779, -0.89614, -3.83591], [1.41981, 4.57854, 7.39951], [4.57839, -3.20672, -3.29831], [-5.67605, -4.45370, -1.69557], [-1.61583, 6.46766, 6.36189], [-4.51569, 5.09394, 10.12939], [-1.73002, -1.80929, 0.86403], [-5.24633, 6.89531, 8.59932], [-4.06768, -4.85968, -4.27960], [-3.14414, -5.26433, -1.39260], [-1.29761, 1.01694, 0.38507], [-2.42708, -2.58283, -3.68557], [2.41869, -2.84852, -3.25265], [-4.15537, -1.25097, -4.68068], [-0.34166, 1.17292, -4.46016], [-3.26990, -9.97650, 0.11135], [5.40699, -4.16967, -2.01386], [-7.35923, 4.06561, -2.55020], [6.86895, -2.06502, -3.80514], [-2.02088, -5.92186, 0.71309], [-4.92013, 4.25203, -2.18484], [2.17760, 1.86152, 0.46338], [10.94893, -2.80207, -1.61330], [-3.53455, -2.92520, -11.17359], [1.81001, -4.13314, -2.15203], [-2.10286, -0.65747, -5.12910], [3.59797, -2.30267, -0.49953], [1.54233, 0.36826, 6.13951], [9.11919, -2.03870, 2.92050], [-5.38297, -0.69000, -3.45451], [-0.92599, 2.26848, 2.94921], [2.08584, -0.78780, -3.85504], [7.16907, 1.71044, -2.08470], [-4.38164, -9.32133, -1.99871], [-2.98239, 0.86566, 1.11811], [-3.81161, -3.00226, -6.89790]],
  "forces_ev_per_a": [[1.676, 3.397, 0.131], [-3.224, -0.351, -0.933], [-0.941, -0.679, 1.917], [0.664, -1.473, 1.045], [1.089, 0.963, -1.775], [-1.143, -0.503, 1.524], [1.486, -0.741, -1.089], [-1.145, 0.998, -0.806], [1.852, -0.759, 0.746], [1.246, 1.078, 0.800], [-0.883, -1.183, -0.922], [0.519, -1.774, 0.199], [0.140, 1.020, 1.294], [0.944, 0.012, 2.056], [-0.899, -0.050, -0.495], [0.470, 0.134, -0.470], [0.965, 0.357, -1.142], [0.952, 1.357, -2.686], [1.290, 0.135, -0.389], [3.108, -0.185, 0.480], [0.079, 0.007, 0.110], [-0.017, -0.023, 0.001], [-0.006, -0.030, 0.044], [-0.125, -0.591, 1.776], [0.009, 0.005, 0.058], [-0.053, 0.031, 0.025], [1.037, -1.036, 0.136], [-0.005, -0.011, 0.013], [0.003, 0.018, -0.035], [-0.445, -0.903, 1.206], [0.247, -1.555, -0.929], [-0.015, -0.049, -0.029], [0.907, 2.899, 1.821], [0.001, 0.024, -0.006], [-0.037, -0.010, -0.021], [-0.001, 0.032, -0.083], [0.005, 0.009, -0.064], [0.000, 0.010, -0.011], [1.873, 0.231, 0.573], [0.004, 0.012, 0.046], [-0.003, -0.010, 0.007], [-0.007, -0.033, 0.002], [-0.009, -0.020, -0.017], [0.070, -0.067, -0.066], [-0.013, 0.022, -0.010], [0.042, 0.014, 0.010], [-0.821, 0.774, -1.937], [0.795, -1.447, -0.542], [0.043, -0.050, 0.018], [-3.192, 0.183, -1.218], [0.022, -0.822, 0.852], [0.010, 1.016, 0.810], [0.013, 0.053, -0.016], [0.092, -0.379, -1.116], [-0.027, 0.006, -0.094], [0.684, 0.922, -0.871], [0.007, 0.002, 0.031], [-0.023, -0.011, 0.022], [-0.662, -0.265, -0.997], [-0.677, 1.525, 1.847], [-0.027, 0.023, 0.061], [-1.018, -1.134, 1.089], [0.013, -0.010, -0.032], [-0.017, -0.024, 0.091], [-0.031, 0.025, -0.014], [-0.297, 0.022, -0.096], [0.003, -0.016, -0.004], [-0.993, -1.002, 2.431], [-0.082, -0.002, -0.027], [0.717, 0.609, 0.146], [-0.021, -0.003, 0.012], [-2.232, 0.262, -1.804], [-0.004, -0.009, -0.043], [0.007, 0.042, -0.005], [-0.008, 0.026, -0.030], [0.004, 0.033, 0.021], [0.011, -0.029, -0.022], [-0.007, 0.002, 0.039], [0.134, 0.715, 0.007], [0.010, -0.014, 0.027], [0.031, -0.021, -0.001], [0.015, 0.010, -0.037], [0.148, 0.386, 0.065], [-0.937, -2.730, -0.606], [0.054, 0.028, -0.034], [-0.933, -2.579, -0.481], [-0.002, 0.052, -0.035], [-0.021, 0.035, -0.047], [-0.040, 0.036, 0.014], [-0.021, 0.009, -0.048], [-0.019, 0.043, -0.037], [0.016, -0.035, -0.035], [0.003, -0.042, 0.022], [0.784, -0.184, -0.549], [0.006, 0.014, -0.057], [0.392, -0.918, -0.365], [-0.384, 0.433, -1.024], [-0.049, 0.485, 0.448], [0.011, -0.038, -0.029], [-0.047, -0.020, -0.014], [-0.013, -0.009, 0.054], [-0.835, -0.199, -1.009], [0.037, -0.016, -0.039], [-0.395, -1.198, -0.107], [1.329, -0.100, -0.209], [-1.109, 0.367, 0.702], [0.004, 0.040, 0.038], [-0.011, 0.059, -0.018], [-0.235, 1.220, -0.483], [-0.020, -0.032, -0.047], [0.811, 0.351, -0.852], [0.002, 0.001, 0.056], [0.408, -0.081, 0.977], [-1.221, -0.042, 0.437], [-0.553, 0.549, -0.732], [-0.015, -0.056, 0.027], [0.054, 0.019, 0.016], [-0.014, 0.026, 0.045], [-0.862, 0.860, -0.234], [0.618, 0.836, -1.261], [-0.052, 0.355, -0.179], [-0.075, 0.015, 0.011], [0.050, 0.010, 0.005], [-0.031, -0.016, 0.052], [0.022, -0.039, 0.041], [0.038, -0.030, -0.021], [-0.015, -0.030, -0.048], [-0.066, 0.021, -0.019], [-0.002, -0.060, 0.019], [-0.503, -0.565, 1.063], [0.834, -0.335, 0.354], [0.045, 0.031, -0.040], [0.015, -0.014, 1.083], [0.239, 0.602, -0.449], [-0.019, -0.047, 0.029], [0.027, 0.009, -0.044], [-0.421, 0.591, -1.196], [0.050, -0.026, -0.009], [-0.147, 0.519, -0.534], [-0.174, -0.165, 0.166], [-0.817, -0.469, 0.393], [0.425, 1.016, 0.362], [-0.115, 0.155, 1.126], [-0.838, -0.493, 0.735], [-0.997, -0.242, 0.813], [-0.001, 0.056, -0.022], [-0.582, 1.176, -0.142], [0.025, 0.015, 0.054], [-0.364, 1.008, 0.377], [-0.035, -0.033, -0.023], [-0.051, 0.009, 0.046], [-0.065, -0.837, -1.050], [-0.027, 0.009, 0.045], [0.023, 0.016, 0.045], [0.419, 1.166, -0.234], [0.713, 0.409, 1.086], [-0.041, -0.536, -0.975], [-0.011, -0.024, 0.043], [0.019, -0.014, -0.045], [0.708, -0.910, -0.002], [0.538, -0.823, -0.343], [-0.173, 0.275, 1.193], [-0.769, -0.625, -0.834], [0.024, 0.041, 0.040], [1.012, -0.439, -0.116], [0.043, -0.045, -0.046]]
}

=====

{
  "formula": "C14H9IN2O2S",
  "method": "ωB97M-V/def2-TZVPD",
  "homo_ev": -8.3,
  "e_lumo_ev": -1.862,
  "e_above_lowest_kj_mol": 107.4,
  "orbital_gap_ev": 6.45,
  "energy_ha": -1494.71155,
  "smiles": "Cc1nc2c(s1)C(=O)C=C(Nc1ccc(I)cc1)C2=O",
  "elements": ["I", "S", "O", "O", "N", "N", "C", "C", "C", "C", "C", "C", "C", "C", "C", "C", "C", "C", "C", "C", "H", "H", "H", "H", "H", "H", "H", "H", "H"],
  "coordinates": [[4.91968, -1.26118, 5.21472], [-1.46605, 0.04014, -4.23667], [0.52647, -1.96023, -2.66412], [-1.75838, 1.84443, 0.42596], [-0.26862, -0.31724, 1.65218], [-2.42700, 1.74374, -2.51741], [-0.89409, -0.10269, -2.55591], [-2.44666, 1.45402, -3.78615], [2.13003, -0.36535, 1.75189], [3.38654, -0.62754, 2.40504], [-3.28902, 2.07151, -4.90662], [-1.51384, 0.89739, -1.85256], [3.32408, -0.90356, 3.78858], [-0.10742, -1.16755, -1.96765], [-0.43096, -0.15598, 0.25548], [0.92819, -0.99945, 3.74474], [-0.02417, -1.19224, -0.49803], [2.07045, -1.12598, 4.43503], [0.86582, -0.56961, 2.38219], [-1.18369, 1.00956, -0.37033], [0.46684, -2.03852, -0.00307], [-4.17776, 1.47521, -5.14622], [-0.79080, 0.33078, 2.27592], [4.38624, -0.62412, 1.95292], [2.04161, -1.53076, 5.46873], [-3.73555, 3.02768, -4.58176], [-2.62977, 2.19793, -5.70914], [-0.06380, -1.17862, 4.25262], [2.16165, 0.02820, 0.78964]],
  "forces_ev_per_a": [[-0.311, 0.274, -1.194], [0.425, 0.241, 1.250], [-0.868, 0.534, 0.621], [2.653, -3.017, -3.360], [-2.737, 2.383, 1.183], [1.327, -0.526, 0.030], [-2.147, 1.634, -1.570], [-0.247, -1.143, 0.111], [0.680, -1.128, 2.526], [-0.988, 0.020, 1.727], [-0.905, 0.172, 2.524], [0.092, 0.435, 0.689], [-0.665, -0.777, 0.423], [1.831, -1.089, -0.468], [0.533, -0.928, 0.441], [-4.007, 0.509, -1.366], [0.196, 0.172, -0.150], [2.169, -0.400, 0.461], [4.919, -0.529, -0.286], [-3.566, 2.167, 3.298], [-0.236, 0.241, -0.486], [0.546, -0.323, -0.125], [-0.375, -0.446, -1.471], [-0.737, 0.391, -0.221], [0.046, 0.647, -0.836], [0.646, -0.231, -0.052], [0.533, 0.302, -1.537], [1.180, 0.067, -0.497], [0.013, 0.350, -1.667]]
}